No. 1
The following is a quantum chemistry calculation of a structure of composition C32H47BrCrN7O10S at a distorted geometry, from the OMol25 dataset.

Output
Highest occupied orbital energy (spin up / spin down)   -8.126 / -8.120 eV
Energy above the lowest of the compared OMol25 structures with the same formula, charge and spin   0.044 eV
Multiplicity   2
HOMO-LUMO gap (spin up / spin down)   7.70 / 7.98 eV
<S²>   0.756

Geometry as XYZ:
```
99
Properties=species:S:1:pos:R:3:mulliken_spin:R:1
Br 0.0833 2.2886 -0.2548 -0.003
Cr -0.0347 -0.3116 -0.2405 1.039
S 3.0190 0.6318 -0.6129 0.001
O -5.1715 0.3332 5.1738 0.000
O 2.2384 1.3204 1.7085 0.001
O -0.0500 -0.4206 1.6530 -0.024
O 1.9829 -0.4945 -0.4940 -0.015
O -0.5647 0.0246 3.7663 0.012
O -6.7859 0.1463 3.7605 0.000
O -0.1298 -0.0261 -2.0892 -0.037
O -4.0473 -1.5428 -1.3457 0.000
O -1.9560 -0.2900 -0.1165 0.019
O -5.8189 -0.4020 -0.9420 0.000
N -5.6007 0.1785 4.0449 0.000
N 0.2398 -4.3314 0.1318 0.000
N -0.2007 -2.2890 -0.3820 -0.027
N -4.7102 -0.7969 -0.6408 0.000
N -1.0156 -4.2436 -0.3787 0.001
N 0.7258 -3.1476 0.1262 0.017
N 2.3918 1.8193 3.9100 0.000
C -0.1446 1.1121 -2.7851 -0.002
C 2.4161 3.2480 3.6398 0.000
C -1.9021 -5.4057 -0.4623 0.000
C -0.0402 2.3507 -2.1595 0.000
C -0.8992 -0.1403 2.6073 -0.005
C 4.4819 -0.1208 0.0791 0.000
C 0.7463 -1.1331 -4.7111 -0.002
C -0.0247 3.5704 -2.8107 0.000
C -0.0770 4.8821 -5.0052 0.001
C -0.2180 2.3563 -4.8418 0.000
C 3.5323 0.4783 -2.3273 0.000
C -5.0853 -0.2114 1.6780 -0.001
C -0.1072 3.5891 -4.1910 -0.003
C 2.2845 0.9411 2.8841 0.000
C -2.3487 -0.0934 2.2256 0.002
C -4.6295 0.0174 2.9591 0.002
C -1.7512 -0.8467 -4.5133 -0.002
C -3.2750 0.0455 3.2338 -0.004
C 1.1756 4.8848 -5.8951 0.000
C -0.2522 1.1281 -4.1987 -0.002
C 2.3956 1.3794 5.3034 0.000
C -0.4392 -0.1865 -4.9744 0.001
C -3.6293 -4.3839 1.0760 0.000
C -1.3304 4.9673 -5.8894 0.000
C -2.7385 -5.5993 0.8087 0.000
C -0.5238 0.0460 -6.4827 0.000
C -1.2624 -2.9872 -0.6916 0.023
C -1.8615 -5.9131 2.0192 0.000
C -2.7677 -0.2700 0.8785 0.002
C -4.1748 -0.4011 0.6692 -0.003
C 2.2334 -0.5223 3.2331 0.000
C -0.0347 6.1224 -4.1132 0.000
H 2.0795 -1.0889 2.3198 0.002
H -0.0605 7.0188 -4.7366 0.000
H -2.6024 -0.1964 -4.7317 0.000
H -2.2358 4.9074 -5.2789 0.000
H -4.2361 -4.1289 0.2010 0.000
H -3.0314 -3.5066 1.3482 0.000
H 0.0423 4.4777 -2.2219 0.000
H 2.7054 3.4053 2.6073 0.000
H 1.4300 3.6963 3.7914 0.000
H -1.3442 5.9174 -6.4324 0.000
H -1.3603 4.1605 -6.6259 0.000
H 4.4366 -0.0200 1.1607 0.000
H 2.5083 2.2503 5.9429 0.000
H 0.3778 0.5327 -6.8659 0.000
H 3.7494 -0.5662 -2.5610 0.000
H -1.3943 0.6534 -6.7478 0.000
H 4.4714 -1.1734 -0.2093 0.000
H 1.2075 5.7962 -6.5014 0.000
H -2.9264 0.1751 4.2491 0.000
H -2.5550 -5.2634 -1.3214 0.000
H -0.8947 6.1585 -3.4385 0.000
H 2.7020 0.8360 -2.9407 0.000
H 0.8465 -1.3563 -3.6515 0.002
H -2.4843 -6.0592 2.9043 0.000
H -1.7408 -1.0416 -3.4432 0.002
H -4.3046 -4.5879 1.9082 0.000
H 3.1331 3.7335 4.3011 0.000
H 1.1859 4.0258 -6.5710 0.000
H -1.1698 -5.0942 2.2302 0.000
H -1.2677 -6.2716 -0.6317 0.000
H 5.3620 0.3911 -0.3126 0.000
H -0.6228 -0.9186 -6.9864 0.000
H 0.8826 6.1553 -3.5183 0.000
H -0.2963 2.3640 -5.9228 0.000
H 1.3857 -0.7142 3.8929 0.000
H 3.1529 -0.8446 3.7316 0.000
H 3.2237 0.6989 5.5015 0.000
H -6.1449 -0.2789 1.4817 0.000
H -3.3784 -6.4629 0.6084 0.000
H 4.4053 1.1145 -2.4893 0.000
H 0.5926 -2.0744 -5.2491 0.000
H -1.2733 -6.8204 1.8602 0.000
H 2.0803 4.8476 -5.2815 0.000
H -2.1773 -2.5856 -1.1103 0.003
H -1.8978 -1.7971 -5.0387 0.000
H 1.6793 -0.6834 -5.0666 0.000
H 1.4634 0.8763 5.5656 0.000
```

***

No. 2
The following is a quantum chemistry calculation of a structure of composition C32H47Cl3N3O3SSiTb at a distorted geometry, from the OMol25 dataset.

Output
Highest occupied orbital energy (spin up / spin down)   -3.411 / -3.413 eV
Multiplicity   7
HOMO-LUMO gap (spin up / spin down)   3.02 / 3.03 eV
<S²>   12.679

Geometry as XYZ:
```
91
Properties=species:S:1:pos:R:3:mulliken_spin:R:1
Tb -0.8379 -1.0793 1.1165 5.920
Cl -0.0466 -1.9272 -1.2144 0.016
Cl 1.8813 -0.6840 1.0714 -0.005
Cl -2.5419 -2.7668 1.9933 -0.002
S -0.8414 -0.9248 4.4105 0.001
Si 0.4811 -4.1150 -0.8653 0.005
O 0.3144 -0.5043 -3.7172 -0.004
O -0.8453 1.2116 1.2239 0.034
O -2.4836 -0.4507 -0.5318 0.009
N -0.0025 3.3099 1.1295 0.000
N -2.8810 -0.0919 -2.7648 0.000
N 0.0627 -1.3659 3.1937 0.006
C 1.0386 2.7060 4.4525 0.000
C 1.2064 1.7126 -2.9914 0.000
C -0.0464 2.3590 -3.0075 0.000
C -2.9845 -1.4983 -3.1213 0.000
C 2.3085 2.4245 -2.4446 0.000
C 0.9638 4.4244 -2.2176 0.000
C 0.2549 0.2529 -7.2516 0.000
C -2.5325 0.3022 -1.5301 0.004
C -0.2819 -1.9681 5.7588 0.001
C 0.6218 0.6770 -5.8877 -0.001
C 2.1975 3.7660 -2.0877 0.000
C 0.6078 -3.8581 7.5794 0.000
C 1.1792 4.1600 1.2471 0.000
C -3.2601 0.8964 -3.7583 0.000
C 1.0601 -1.9638 6.1367 -0.001
C -0.1548 3.7032 -2.6479 0.000
C 1.4192 0.3345 -3.4697 0.000
C -1.1639 -5.0316 -0.8034 0.000
C 1.2805 -4.2649 0.8375 -0.002
C 0.7525 1.3596 4.1998 -0.001
C -0.4027 0.7849 4.7260 0.000
C -1.0958 2.9422 5.5759 0.000
C 0.1026 2.0032 0.9637 0.014
C 0.1274 3.4891 5.1676 0.000
C -1.3740 1.5962 5.3371 0.001
C 1.5873 -4.6122 -2.2650 0.000
C -1.2972 3.8309 1.5586 0.000
C 1.8375 -1.4897 -5.3448 0.000
C 1.5134 -2.9502 7.0249 0.000
C -0.7433 -3.8366 7.2140 0.000
C -1.1970 -2.9011 6.2802 0.000
C 1.1086 -0.2213 -4.9330 0.000
H -0.3284 1.0324 -7.7547 0.000
H -3.5936 -1.5595 -4.0226 0.000
H 1.3980 0.7659 3.5540 -0.001
H 1.9818 3.1312 4.0984 0.000
H 0.5831 1.7298 -5.6118 0.000
H 0.9917 -4.7728 -3.1767 0.000
H -1.5442 -5.0367 0.2347 0.000
H -1.9135 -4.5384 -1.4434 0.000
H -0.3343 -0.6826 -7.2477 0.000
H 2.0899 -3.5311 0.9709 0.000
H 1.0440 -1.5218 3.4229 0.001
H -3.5428 1.8213 -3.2532 0.000
H 0.3696 4.5311 5.3887 0.000
H 2.5718 -2.9838 7.2774 0.000
H -1.1282 4.2052 -2.7114 0.000
H -1.4066 3.7727 2.6521 0.000
H 2.3390 -3.8321 -2.4430 0.000
H -1.8321 3.5666 6.0868 0.000
H 1.3997 4.3787 2.3021 0.000
H 2.7786 -1.5513 -4.7828 0.000
H 3.2622 1.9011 -2.3315 0.000
H 1.0253 5.0970 0.7046 0.000
H 1.7002 -5.2789 0.9562 0.000
H 1.1451 0.0713 -7.8753 0.000
H -2.4456 1.1194 -4.4556 0.000
H -2.3364 1.1539 5.6017 0.000
H 1.2459 -2.3937 -5.1496 0.000
H -1.0435 -6.0789 -1.1336 0.000
H -2.2322 -2.8739 5.9346 0.000
H 0.9599 -4.5895 8.3056 0.000
H 0.5558 -4.1201 1.6566 0.002
H 1.0661 1.6210 0.5980 0.000
H -3.4452 -2.0665 -2.3119 0.000
H 1.7272 -1.2017 5.7338 0.000
H 0.8854 5.4961 -1.9952 0.000
H 2.1068 -5.5536 -2.0217 0.000
H -1.3830 4.8761 1.2533 0.000
H 2.2728 -0.1782 -3.0158 0.000
H -1.9946 -1.9200 -3.3370 -0.001
H 2.0268 3.6176 0.8114 0.000
H -1.4518 -4.5416 7.6474 0.000
H 3.0696 4.3057 -1.7067 0.000
H -4.1058 0.5334 -4.3451 0.000
H -0.9396 1.7896 -3.2812 0.000
H 2.0731 -1.4340 -6.4075 0.000
H -2.1000 3.2491 1.0922 0.000
H -2.2937 1.3737 -1.4570 0.000
```

***

No. 3
The following is a quantum chemistry calculation of a structure of composition C32H47ClPPdSi4 at a distorted geometry, from the OMol25 dataset.

Output
Highest occupied orbital energy (spin up / spin down)   -9.637 / -10.616 eV
Energy above the lowest of the compared OMol25 structures with the same formula, charge and spin   0.000 eV
Multiplicity   5
HOMO-LUMO gap (spin up / spin down)   7.62 / 3.92 eV
<S²>   6.016
Net charge   +1

Geometry as XYZ:
```
86
Properties=species:S:1:pos:R:3:mulliken_spin:R:1
Pd 0.0970 0.5927 -1.0476 1.101
Cl -1.7908 1.8135 -0.1403 0.475
P -1.5872 -0.4110 -2.1538 0.154
Si 3.8451 0.7447 2.5199 0.037
Si 0.6353 2.2781 3.3976 0.048
Si 0.9534 -1.4196 2.8310 0.046
Si 1.5526 0.6587 2.0090 0.563
C 1.8914 -1.8945 4.4009 0.037
C 4.6286 2.2321 1.6680 0.000
C -2.1606 0.5163 -3.6383 0.006
C -2.3930 -0.1440 -4.8591 0.016
C -5.5097 -1.8827 -0.2714 0.006
C -3.0630 0.5022 -5.8958 -0.001
C 1.7722 2.2162 -0.8962 0.245
C -1.4085 -4.2878 -3.5354 -0.009
C -0.2160 -4.2828 -4.2640 0.029
C -4.3024 -1.9686 0.4389 0.006
C 0.1000 -1.9467 -3.7438 0.010
C -2.5598 1.8563 -3.4962 0.000
C -0.8883 -1.3750 3.2219 0.002
C -3.4829 1.8214 -5.7339 0.009
C 4.2540 0.9033 4.3609 0.037
C -1.2206 2.2189 3.1626 0.001
C -1.8025 -3.1526 -2.8263 0.025
C 0.9782 1.9756 5.2314 0.057
C -5.5503 -1.2786 -1.5287 -0.001
C 0.8341 2.5269 -1.9323 0.270
C 0.5560 -3.1191 -4.3463 -0.012
C -1.0456 -1.9727 -2.9321 0.068
C 0.9632 1.5216 -2.9502 0.155
C -4.3822 -0.7541 -2.0798 0.006
C 1.3280 3.9473 2.8581 0.001
C 1.9393 0.5760 -2.5091 0.354
C 2.4413 1.0016 -1.2582 0.129
C -3.1646 -0.8813 -1.4014 -0.048
C 1.3415 -2.5942 1.4050 0.010
C -3.1307 -1.4480 -0.1145 -0.010
C -3.2317 2.4989 -4.5393 -0.002
C 4.6695 -0.8409 1.9112 0.000
H -3.5471 3.5371 -4.4298 0.000
H 0.8144 -2.2928 0.4870 0.026
H 0.6271 -1.0067 -3.9170 0.022
H 2.3065 -0.2821 -3.0541 0.021
H -2.0567 -1.1680 -5.0060 0.004
H -3.2318 -0.0320 -6.8300 0.000
H -3.9895 2.3241 -6.5548 0.000
H -4.2791 -2.4364 1.4292 0.000
H -1.4855 2.3424 2.0994 -0.020
H 1.5098 -2.8753 4.7240 0.006
H 3.9658 1.8815 4.7659 0.000
H 0.4336 2.7590 5.7810 0.005
H -2.1946 -1.4807 0.4500 0.038
H -2.0291 -5.1809 -3.4776 0.000
H 2.0395 2.0480 5.4933 -0.005
H -2.3603 2.3862 -2.5606 0.012
H 3.2428 0.5258 -0.7060 0.041
H 0.1212 -5.1955 -4.7540 0.002
H -1.0887 -0.8811 4.1830 0.003
H 2.4225 3.9977 2.9358 0.001
H 0.4420 1.5153 -3.9029 0.023
H 3.8113 0.1210 4.9906 -0.002
H 5.3494 0.8192 4.4385 0.002
H 1.7224 -1.1818 5.2197 -0.002
H 4.6409 2.1184 0.5772 0.004
H -1.6645 1.2751 3.5005 -0.005
H 4.1336 3.1807 1.9082 0.002
H -4.4267 -0.2445 -3.0361 0.000
H 2.9740 -1.9883 4.2474 -0.003
H -6.4870 -1.2048 -2.0833 0.000
H 4.2475 -1.7560 2.3472 0.000
H 2.4151 -2.6439 1.1762 0.009
H -1.6662 3.0511 3.7262 0.003
H -6.4239 -2.2847 0.1676 0.000
H 1.0018 -3.6018 1.6890 -0.002
H 0.1552 3.3716 -1.9451 0.008
H 0.8961 4.7141 3.5205 0.000
H 5.6707 2.2918 2.0165 -0.001
H 1.9923 2.8265 -0.0238 -0.020
H 4.6229 -0.9319 0.8177 0.002
H -2.6943 -3.1762 -2.1990 0.005
H 5.7296 -0.7807 2.2020 -0.001
H 1.5151 -3.1253 -4.8681 0.000
H -1.2444 -2.4138 3.2882 0.002
H 1.0385 4.1852 1.8244 0.000
H 0.6039 1.0009 5.5737 -0.003
H -1.4664 -0.8558 2.4457 0.003
```

***

No. 4
The following is a quantum chemistry calculation of a structure of composition C32H47FeNSe2, from the OMol25 dataset.

Output
Highest occupied orbital energy (spin up / spin down)   -7.061 / -7.079 eV
Energy above the lowest of the compared OMol25 structures with the same formula, charge and spin   0.000 eV
Multiplicity   1
HOMO-LUMO gap (spin up / spin down)   7.39 / 7.41 eV

Geometry as XYZ:
```
83
Properties=species:S:1:pos:R:3:mulliken_charge:R:1
Se -1.5059 1.4289 -2.1309 0.483
Se -3.2757 -1.3469 -0.6256 0.327
Fe -0.0285 0.3200 -0.3706 -1.758
N 0.4813 -1.3338 -1.4685 1.803
C -2.5700 3.0863 0.8857 -1.252
C 2.6361 2.8443 -2.7320 -1.010
C 1.1245 0.0093 1.4382 0.981
C -4.0359 -2.5630 -1.9427 -1.133
C -0.4963 -3.1531 1.8011 -1.596
C 2.7435 -1.9889 1.3265 -1.566
C -0.3605 4.1750 0.6325 -1.889
C 2.5614 -0.4984 1.6333 1.693
C 1.5530 -1.1921 -2.2723 0.491
C 1.6953 2.4474 -1.7906 0.246
C -1.1129 3.3920 2.8751 -1.760
C -1.1186 3.0741 1.3695 1.774
C 0.4856 -3.6902 -1.9199 -1.124
C 2.1528 -2.2949 -2.8790 -1.161
C -1.1181 0.4869 1.5684 -1.355
C -0.0408 -2.5545 -1.3361 -0.623
C 3.0215 -0.1842 3.0684 -1.701
C -3.3700 0.8754 -2.4779 -1.033
C -2.0902 -1.7062 2.9691 -2.037
C 1.3272 1.1102 -1.6019 1.806
C 1.9878 0.1930 -2.4375 0.702
C 0.8978 1.3952 1.1537 -1.462
C 1.6260 -3.5567 -2.6975 -0.828
C 3.5475 0.2395 0.7147 -2.009
C 3.2677 1.9046 -3.5394 -1.126
C 2.9391 0.5697 -3.3853 -0.855
C -4.0737 0.3070 -1.2573 -0.604
C -0.4666 1.7104 1.2190 1.345
C 0.1722 -1.9026 3.8576 -1.850
C -0.1856 -0.5445 1.7729 0.626
C -0.6171 -1.8147 2.5392 2.382
C -0.8436 0.7688 -3.8350 -1.158
H 0.1694 -0.9404 4.3734 0.341
H -1.7028 2.6570 3.4269 0.282
H -3.4952 -3.5032 -1.8447 0.308
H 2.8779 3.8957 -2.8392 0.438
H -5.0945 -2.7393 -1.7676 0.353
H 3.8026 -2.2484 1.3946 0.591
H -0.4163 4.0271 -0.4460 0.255
H 1.6784 2.0981 0.9105 0.292
H 3.9984 2.2113 -4.2763 0.376
H -2.3581 -2.6105 3.5203 0.462
H 4.0664 -0.4804 3.1964 0.465
H -2.7677 -1.6283 2.1198 0.223
H 0.0159 -4.6493 -1.7516 0.499
H 1.2417 3.2168 -1.1813 -0.094
H -3.3494 0.1466 -3.2879 0.451
H 1.2014 -2.2152 3.7164 0.220
H -3.8970 1.7611 -2.8367 0.461
H -2.1755 0.3908 1.7531 0.826
H -0.8100 5.1457 0.8567 0.557
H -0.0934 3.3671 3.2647 0.342
H 2.9511 0.8904 3.2501 0.288
H -5.1285 0.1199 -1.4603 0.608
H -1.3107 -3.2682 1.0847 0.205
H 3.3050 0.1101 -0.3349 0.349
H -0.7617 -0.3158 -3.8012 0.221
H 4.5489 -0.1624 0.8872 0.576
H -2.2499 -0.8519 3.6300 0.331
H 0.1320 1.2147 -4.0035 0.286
H -1.5324 4.3839 3.0626 0.435
H -0.5953 -3.9669 2.5250 0.626
H -3.1659 2.3062 1.3633 0.257
H 3.5918 1.3093 0.9244 0.313
H -4.0202 1.0022 -0.4202 0.047
H -3.8799 -2.1802 -2.9498 0.325
H -1.5315 1.0807 -4.6177 0.566
H 2.2105 -2.6348 2.0178 0.178
H -0.9213 -2.6098 -0.7233 0.052
H 3.4167 -0.1704 -4.0166 0.332
H 2.4321 -0.6888 3.8282 0.181
H 3.0353 -2.1525 -3.4856 0.466
H 2.0906 -4.4193 -3.1577 0.414
H 2.4069 -2.2196 0.3133 0.094
H -0.3041 -2.6394 4.5092 0.538
H 0.4475 -3.2766 1.2789 0.015
H -2.6258 2.9622 -0.1960 0.094
H -3.0317 4.0457 1.1323 0.453
H 0.6881 4.2155 0.9331 0.332
```

***

Which formula does entry 3 have? C32H47ClPPdSi4